[1]
Density functional theory data (ωB97M-V with the def2-TZVPD basis set) for a molecular structure, C21H44BeF6NO23S2.

Its total energy is -4021.77043 Ha. For the max |F|, the calculation gives 4.7 eV/Å.

ORCA input file:
```
! RIJCOSX wB97M-V def2-TZVPD def2/J DEFGRID3
* xyz 1 1
Be -26.86 35.93 16.58
C -30.45 34.31 18.24
F -31.64 34.01 18.72
F -29.63 34.47 19.29
F -29.92 33.43 17.43
S -30.52 35.97 17.33
O -30.86 35.68 15.96
O -31.54 36.76 18.00
N -28.85 36.56 17.46
S -28.91 38.13 17.60
O -27.59 38.58 17.20
O -30.00 38.78 16.97
C -28.97 38.34 19.55
F -28.76 39.61 19.82
F -30.06 37.84 20.08
F -27.99 37.60 20.06
O -27.50 33.63 16.23
H -28.24 33.35 15.67
H -27.00 32.81 16.42
O -26.24 35.65 19.00
H -26.75 35.22 19.70
H -25.63 36.25 19.46
O -25.15 37.76 20.58
H -25.90 38.35 20.76
H -24.49 37.99 21.24
O -33.53 37.58 19.74
H -34.13 36.83 19.70
H -32.82 37.35 19.13
C -29.87 30.38 18.93
C -28.49 29.76 18.70
C -28.38 28.90 17.39
O -27.32 29.45 16.65
C -26.87 30.55 17.25
O -25.98 31.24 16.82
O -27.56 30.78 18.38
H -30.38 30.67 18.01
H -29.72 31.30 19.48
H -30.52 29.71 19.50
H -28.17 29.15 19.54
H -29.32 29.02 16.86
H -28.27 27.83 17.55
C -24.42 40.88 16.56
C -25.28 41.05 17.76
C -24.50 40.80 19.09
O -24.63 41.98 19.84
C -25.43 42.84 19.22
O -25.83 43.87 19.68
O -25.67 42.42 17.95
H -23.40 41.24 16.72
H -24.76 41.41 15.67
H -24.34 39.82 16.33
H -26.16 40.40 17.79
H -23.48 40.42 19.00
H -25.00 40.07 19.72
C -31.36 37.51 12.56
C -32.82 37.14 12.73
C -33.10 35.92 13.57
O -34.18 36.33 14.35
C -34.43 37.64 14.18
O -35.29 38.22 14.77
O -33.53 38.19 13.36
H -30.78 36.64 12.22
H -30.88 37.82 13.49
H -31.20 38.38 11.93
H -33.35 37.04 11.78
H -32.25 35.76 14.24
H -33.18 34.97 13.04
C -33.29 30.50 16.64
C -32.51 31.04 15.41
C -32.23 32.53 15.30
O -30.87 32.53 14.93
C -30.33 31.29 14.97
O -29.16 31.02 14.80
O -31.22 30.45 15.43
H -33.75 29.58 16.29
H -34.13 31.17 16.85
H -32.62 30.47 17.50
H -33.01 30.71 14.49
H -32.28 33.02 16.27
H -32.85 33.09 14.60
C -29.65 33.83 22.86
O -28.47 33.10 22.50
H -29.63 34.09 23.92
H -29.79 34.73 22.25
H -30.56 33.24 22.75
H -27.74 33.72 22.55
C -26.77 40.89 22.26
O -26.84 39.49 21.93
H -25.82 41.33 21.97
H -27.53 41.45 21.71
H -26.99 40.96 23.33
H -27.37 39.01 22.56
C -33.29 35.05 21.38
O -33.72 36.17 22.11
H -33.82 35.07 20.43
H -32.22 35.30 21.29
H -33.30 34.20 22.06
H -33.46 36.98 21.66
*
```

[2]
Density functional theory data (ωB97M-V with the def2-TZVPD basis set) for a molecular structure, C21H44GeN4O7SSi3Y.

Its total energy is -4954.33053 Ha. The expectation value of S² is 0.753. For the max |F|, the calculation gives 1.1 eV/Å. The value obtained for the energy above the lowest of the compared OMol25 structures with the same formula, charge and spin is 90.00 kJ/mol.

ORCA input file:
```
! RIJCOSX wB97M-V def2-TZVPD def2/J DEFGRID3
* xyz 0 2
Y 0.88 0.62 0.71
N 2.90 0.47 -0.82
C 3.74 -0.68 -0.52
C 3.56 -1.12 0.91
O 4.39 -1.76 1.52
O 2.39 -0.76 1.42
H 2.80 0.53 -1.85
H 3.42 1.31 -0.60
H 4.80 -0.49 -0.73
H 3.44 -1.51 -1.17
C 0.65 2.04 5.30
C 0.53 1.79 3.84
N 1.33 1.05 3.15
O 2.32 0.41 3.86
C -0.59 2.38 3.04
C -1.48 3.49 3.49
N -0.65 1.81 1.90
O -1.38 2.13 0.86
H 1.48 1.50 5.73
H -0.28 1.74 5.80
H 0.78 3.11 5.49
H 2.67 -0.21 3.18
H -1.65 3.46 4.57
H -2.43 3.42 2.97
H -1.04 4.47 3.25
C -1.94 -1.07 3.24
Si -1.44 -2.22 1.86
C 0.06 -3.20 2.39
C -2.85 -3.39 1.48
Ge -1.18 -1.15 -0.30
Si 0.11 -2.49 -1.86
C -1.13 -3.77 -2.45
C 1.47 -3.40 -0.96
C 0.70 -1.46 -3.28
Si -3.21 -0.12 -1.01
C -4.22 0.35 0.49
C -2.88 1.41 -2.02
C -4.13 -1.38 -2.03
H -2.40 -1.66 4.04
H -2.65 -0.32 2.91
H -1.07 -0.56 3.66
H -0.10 -3.57 3.40
H 0.98 -2.62 2.38
H 0.20 -4.07 1.74
H -3.03 -4.05 2.33
H -2.63 -4.01 0.61
H -3.77 -2.85 1.27
H -1.46 -4.42 -1.64
H -0.65 -4.39 -3.21
H -2.01 -3.32 -2.90
H 1.04 -4.28 -0.46
H 1.99 -2.82 -0.20
H 2.20 -3.76 -1.68
H -0.15 -1.12 -3.88
H 1.36 -2.03 -3.94
H 1.28 -0.57 -2.99
H -3.68 1.08 1.09
H -4.47 -0.51 1.11
H -5.16 0.80 0.16
H -2.42 2.18 -1.40
H -3.83 1.81 -2.38
H -2.25 1.22 -2.88
H -4.18 -2.35 -1.53
H -3.67 -1.52 -3.00
H -5.16 -1.05 -2.19
N 1.15 3.13 0.31
C 1.49 3.11 -1.07
C 2.74 3.49 -1.54
C 3.13 3.05 -2.80
C 2.28 2.26 -3.56
C 0.96 2.08 -3.16
C 0.57 2.49 -1.90
S 2.95 1.10 -4.74
O 2.98 -0.07 -3.84
O 4.26 1.61 -5.10
O 1.98 0.99 -5.81
H 1.70 3.77 0.89
H 0.16 3.35 0.42
H 3.43 4.03 -0.90
H 4.14 3.23 -3.17
H 0.29 1.52 -3.80
H -0.44 2.30 -1.55
*
```

[3]
Density functional theory data (ωB97M-V with the def2-TZVPD basis set) for 3 unconnected molecules or ions with the total composition C21H44N2O8S.

Its total energy is -1935.84523 Ha. For the max |F|, the calculation gives 2.0 eV/Å.

ORCA input file:
```
! RIJCOSX wB97M-V def2-TZVPD def2/J DEFGRID3
* xyz 0 1
C -5.14 -1.72 3.52
O -5.62 -2.05 2.24
C -4.86 -1.46 1.19
C -4.13 -2.53 0.39
C -3.05 -3.28 1.17
C -1.82 -2.39 1.44
C -1.20 -2.53 2.85
C 0.15 -3.25 2.92
C 1.17 -2.82 1.86
C 2.61 -2.70 2.39
O 3.15 -1.38 2.21
S 4.06 -1.21 0.88
O 4.48 0.17 0.91
O 2.86 -1.36 -0.22
C 2.75 -0.32 -1.21
C 1.88 0.85 -0.74
C 0.51 0.86 -1.42
C -0.21 -0.51 -1.36
C -0.41 1.96 -0.89
C -0.79 1.76 0.60
C -0.43 2.88 1.53
C -1.21 3.17 2.60
C -2.68 3.48 2.44
C -0.63 3.22 3.99
H -5.19 -0.64 3.71
H -5.77 -2.23 4.24
H -4.11 -2.07 3.67
H -5.55 -0.92 0.53
H -4.17 -0.73 1.61
H -4.89 -3.24 0.04
H -3.70 -2.09 -0.51
H -2.73 -4.09 0.51
H -3.47 -3.71 2.08
H -2.14 -1.35 1.33
H -1.09 -2.56 0.65
H -1.15 -1.56 3.35
H -1.91 -3.12 3.45
H 0.00 -4.33 2.94
H 0.58 -3.01 3.90
H 1.18 -3.58 1.08
H 0.88 -1.89 1.37
H 2.63 -2.90 3.46
H 3.28 -3.42 1.91
H 2.28 -0.79 -2.08
H 3.74 0.01 -1.53
H 2.39 1.79 -0.99
H 1.76 0.77 0.34
H 0.69 1.07 -2.48
H 0.23 -1.19 -0.63
H -1.27 -0.37 -1.14
H -0.18 -1.00 -2.34
H -1.32 1.94 -1.49
H 0.07 2.93 -1.03
H -0.35 0.83 0.98
H -1.88 1.64 0.65
H 0.47 3.46 1.31
H -3.35 2.66 2.73
H -2.90 4.35 3.04
H -2.88 3.72 1.40
H -1.41 3.38 4.74
H -0.15 2.26 4.20
H 0.15 3.98 4.11
C 1.61 1.87 -6.54
N 1.32 1.70 -5.09
O 2.26 1.62 -4.32
O 0.15 1.65 -4.76
H 2.68 1.88 -6.68
H 1.16 1.02 -7.05
H 1.15 2.80 -6.85
C 5.67 2.06 -4.65
N 5.61 2.14 -6.14
O 5.99 3.15 -6.67
O 5.17 1.16 -6.72
H 6.07 3.00 -4.28
H 4.65 1.90 -4.31
H 6.31 1.23 -4.38
*
```